{"formula": "C6H15N", "method": "the ωB97M-V functional and the def2-TZVPD basis", "elements": ["C", "N", "C", "C", "C", "C", "C", "H", "H", "H", "H", "H", "H", "H", "H", "H", "H", "H", "H", "H", "H", "H"], "coordinates": [[-4.83176, -0.02290, 0.25090], [-0.80147, -0.29480, -0.91224], [0.51682, -0.57483, -0.42060], [1.45423, 0.64759, -0.49612], [2.92948, 0.26311, -0.85267], [1.34163, 1.45781, 0.80999], [0.93625, -1.66801, 0.51129], [-4.11178, -0.84140, 0.26161], [-5.35620, 0.10060, 1.20385], [-5.64876, -0.28673, -0.42314], [-4.23497, 0.85448, 0.01983], [-0.01672, -0.63946, -1.66722], [1.11730, 1.26455, -1.32319], [3.43014, 1.22728, -0.98881], [3.10771, -0.44669, -1.66125], [3.36568, -0.25454, 0.01457], [2.02937, 1.19911, 1.61627], [1.47546, 2.50676, 0.54490], [0.32723, 1.26202, 1.17583], [1.06082, -1.24439, 1.55331], [1.83022, -2.19119, 0.16979], [0.07933, -2.31835, 0.61310]], "atomic_forces_ev_per_a": [[-0.26, -0.47, 0.40], [1.28, -1.27, -0.10], [0.65, 1.34, -0.28], [0.89, -1.87, -0.12], [-0.34, 0.40, 1.52], [-0.22, -0.01, -0.59], [-0.80, 0.91, 0.87], [-0.15, -0.08, 0.25], [0.52, -0.03, 0.20], [0.37, 0.40, -0.54], [-0.41, 0.18, -0.34], [-1.90, 0.52, -0.71], [-0.42, 0.10, 0.00], [0.57, -0.30, -0.22], [-0.50, 0.40, -0.44], [0.13, 0.31, 0.04], [0.24, -0.19, -0.18], [-0.09, 0.26, 0.45], [0.03, 0.47, 0.01], [0.42, -0.38, -0.37], [0.07, -0.11, 0.31], [-0.06, -0.59, -0.17]], "multiplicity": 2, "orbital_gap_ev": [4.20, 5.54], "total_charge": -1, "energy_ev": -7951.12647, "fmax_ev_per_a": 2.09, "homo_ev": [-0.117, -1.508]}



{"formula": "C6H15N", "method": "the ωB97M-V functional and the def2-TZVPD basis", "elements": ["C", "C", "C", "C", "C", "C", "N", "H", "H", "H", "H", "H", "H", "H", "H", "H", "H", "H", "H", "H", "H", "H"], "coordinates": [[1.26184, 2.08207, -0.57763], [0.50982, 1.21658, -1.58892], [-0.90565, 0.73856, -1.14720], [-0.96545, 0.05320, 0.34553], [0.03305, -1.07410, 0.58300], [-0.77052, -2.37891, 0.67917], [0.78264, -1.04694, 1.96944], [0.73484, 2.94620, -0.30053], [1.66703, 1.61123, 0.36816], [2.26868, 2.34731, -0.98902], [0.31085, 1.70663, -2.48947], [1.20848, 0.36594, -1.83906], [-1.68591, 1.53590, -1.33280], [-1.12163, -0.05095, -1.74427], [-0.99304, 0.81213, 1.14345], [-1.90204, -0.32991, 0.35903], [0.82280, -1.18722, -0.33857], [-1.14207, -2.68771, -0.27665], [-1.51721, -2.26480, 1.42388], [-0.09423, -3.30972, 0.98119], [1.38684, -0.24772, 1.99435], [0.11089, -0.83778, 2.77690]], "atomic_forces_ev_per_a": [[2.47, -1.12, 0.00], [0.34, -1.64, 1.99], [1.42, 1.47, 3.25], [2.17, 3.04, -1.76], [1.74, -1.26, 0.55], [3.00, -2.10, -0.03], [-1.68, 0.46, -0.66], [-0.67, 1.32, 0.35], [-1.25, -0.17, -0.81], [-0.93, 0.35, -0.19], [0.24, 1.18, -1.49], [-1.01, 0.54, 0.18], [0.86, -0.79, 0.63], [-1.00, -2.35, -2.17], [0.58, -0.11, -0.28], [-3.04, -1.42, 0.18], [-1.61, 0.46, 2.61], [-0.79, 0.13, -0.55], [-0.93, -0.07, 0.54], [-1.18, 2.13, -0.37], [0.50, 0.50, -0.16], [0.78, -0.55, -1.79]], "orbital_gap_ev": 10.51, "smiles": "CCCC[C@H](C)N", "total_charge": 0, "energy_ev": -7953.83342, "fmax_ev_per_a": 4.12, "homo_ev": -9.379}



{"formula": "C6H15N", "method": "the ωB97M-V functional and the def2-TZVPD basis", "elements": ["C", "C", "C", "C", "N", "C", "C", "H", "H", "H", "H", "H", "H", "H", "H", "H", "H", "H", "H", "H", "H", "H"], "coordinates": [[1.70242, -2.09045, 1.19855], [1.39786, -0.76034, 0.57051], [0.83704, -1.00275, -0.87281], [-0.63191, -0.66792, -1.07561], [-0.87952, 0.79172, -1.08659], [-1.65197, 1.34791, 0.01782], [-0.91583, 2.42455, 0.79229], [2.41282, -2.70976, 0.62948], [2.22262, -2.09219, 2.16282], [0.83138, -2.74421, 1.27083], [0.65286, -0.22477, 1.16332], [2.23330, -0.11159, 0.47410], [1.44675, -0.47110, -1.60289], [1.01647, -2.05229, -1.11824], [-1.26924, -1.14192, -0.33534], [-0.86018, -1.01036, -2.09072], [0.01256, 1.26173, -1.15978], [-2.52066, 1.89320, -0.39078], [-2.11989, 0.57274, 0.62714], [-1.61670, 2.91058, 1.45110], [-0.47356, 3.16879, 0.13078], [-0.05378, 2.04917, 1.35550]], "atomic_forces_ev_per_a": [[1.15, -1.32, 0.47], [-1.30, -0.43, -1.00], [0.31, -0.23, 0.81], [0.56, 0.88, -1.03], [0.16, -0.62, 0.51], [-0.62, 0.98, -0.82], [0.73, -0.51, 0.25], [-0.14, 0.43, -0.46], [-0.51, 0.50, 0.21], [-0.23, 0.28, 0.17], [-0.02, 0.02, 0.01], [1.00, 0.40, 0.27], [-0.11, 0.30, -0.11], [-0.20, -0.08, -0.02], [-0.11, -0.20, 0.00], [-0.44, -0.40, 0.26], [-0.06, 0.11, 0.03], [0.01, -0.28, -0.13], [0.45, -0.12, 0.26], [-0.05, 0.32, 0.39], [-0.32, 0.11, -0.27], [-0.26, -0.15, 0.19]], "orbital_gap_ev": 9.56, "smiles": "CCCCNCC", "total_charge": 0, "energy_ev": -7954.74020, "fmax_ev_per_a": 1.82, "homo_ev": -8.389}



{"formula": "C6H15N", "method": "the ωB97M-V functional and the def2-TZVPD basis", "elements": ["C", "C", "C", "C", "N", "C", "C", "H", "H", "H", "H", "H", "H", "H", "H", "H", "H", "H", "H", "H", "H", "H"], "coordinates": [[0.05323, 1.55363, 0.49883], [-0.19151, 0.90879, 1.74559], [-1.49621, 0.22066, 2.03743], [0.85663, -0.08653, 1.34852], [0.13770, -1.06726, -1.13197], [-0.63018, -0.05963, -1.83606], [1.15610, -1.63236, -2.06725], [1.08355, 1.92315, 0.13374], [-0.59187, 2.48314, 0.37995], [1.81217, 0.44204, 1.14019], [0.05347, 1.33697, 2.71818], [-2.27716, 0.93475, 2.12320], [-1.73593, -0.41222, 1.19445], [-1.55196, -0.31171, 3.02414], [0.48496, -0.43889, -0.00627], [0.94248, -1.06427, 1.87066], [-0.06195, 0.88746, -1.92162], [-1.61243, 0.14563, -1.42505], [-0.90798, -0.41955, -2.84850], [1.76066, -2.40263, -1.53755], [1.91725, -0.87874, -2.42954], [0.79896, -2.06245, -3.01106]], "atomic_forces_ev_per_a": [[0.46, 4.82, -1.15], [2.01, -1.84, 3.59], [-0.56, -0.42, -0.04], [0.96, 0.41, -0.37], [-0.29, -0.39, -0.44], [0.23, -0.46, -0.01], [1.51, 0.84, 1.26], [-1.43, -1.07, 1.16], [-0.35, -1.61, -1.24], [-0.48, -0.91, 0.42], [0.25, 1.15, 0.06], [-0.86, 0.88, -0.11], [-0.32, -0.62, -0.02], [0.62, 0.17, -1.05], [-0.01, -1.70, -2.40], [-0.39, 0.21, -1.03], [-0.19, 0.16, -0.14], [-0.03, 0.13, 0.64], [0.62, 0.18, 0.29], [-0.53, 0.36, -0.33], [-0.55, -0.25, 0.39], [-0.66, -0.05, 0.49]], "orbital_gap_ev": 5.91, "total_charge": 0, "energy_ev": -7947.68717, "fmax_ev_per_a": 4.97, "homo_ev": -7.323}



{"formula": "C6H15N", "method": "the ωB97M-V functional and the def2-TZVPD basis", "elements": ["C", "C", "C", "C", "C", "C", "N", "H", "H", "H", "H", "H", "H", "H", "H", "H", "H", "H", "H", "H", "H", "H"], "coordinates": [[2.43933, -1.38172, -0.29812], [1.08447, -1.43312, -1.01784], [-0.09705, -1.35980, -0.05283], [-0.05379, -0.10877, 0.86881], [-0.11839, 1.24251, 0.13015], [-1.59184, 1.52042, -0.27153], [-2.31712, 1.90566, 0.96733], [2.86847, -0.39375, -0.44815], [3.02264, -2.23580, -0.63032], [2.44000, -1.55907, 0.79205], [0.84666, -2.21892, -1.72768], [1.06978, -0.52964, -1.62765], [-0.15962, -2.23321, 0.59091], [-1.11430, -1.45954, -0.46717], [-0.86229, -0.16409, 1.62352], [0.85621, -0.18652, 1.47163], [0.39301, 1.22046, -0.83743], [0.35972, 2.04814, 0.70339], [-1.61814, 2.12041, -1.21469], [-1.96383, 0.52183, -0.49036], [-2.17199, 2.89573, 1.13655], [-3.31191, 1.78877, 0.79942]], "atomic_forces_ev_per_a": [[-0.20, -1.10, 0.36], [-1.21, 0.97, 0.39], [-0.88, 0.56, 0.96], [0.24, -0.30, 0.25], [-0.55, -0.27, -0.66], [0.97, -0.60, 1.10], [-0.20, 0.52, -1.25], [0.54, -0.32, -0.14], [0.71, 0.44, -0.47], [-0.64, 0.22, -0.33], [0.79, -0.56, 0.08], [-0.24, -0.01, -0.21], [0.70, -0.29, 0.34], [0.45, 0.46, -0.81], [0.18, 0.15, -0.51], [0.06, 0.19, -0.13], [0.45, -0.24, 0.24], [-0.41, -0.07, -0.01], [-0.46, 0.09, 0.96], [-0.27, 0.06, -0.50], [-0.03, -0.01, 0.15], [0.00, 0.11, 0.18]], "orbital_gap_ev": 10.68, "smiles": "CCCCCCN", "total_charge": 0, "energy_ev": -7954.74728, "fmax_ev_per_a": 1.60, "homo_ev": -9.504}



{"formula": "C6H15N", "method": "the ωB97M-V functional and the def2-TZVPD basis", "elements": ["C", "N", "C", "C", "C", "C", "C", "H", "H", "H", "H", "H", "H", "H", "H", "H", "H", "H", "H", "H", "H", "H"], "coordinates": [[2.53992, -1.00330, 0.01098], [1.39753, -0.10334, 0.18986], [0.16760, -0.43491, -0.43514], [-0.68333, 0.95794, -0.39788], [-2.12556, 0.69843, -0.80513], [-0.64233, 1.65202, 0.97357], [-0.56990, -1.59229, 0.24579], [2.66156, -1.64799, 0.88239], [3.44407, -0.38079, -0.03685], [2.44207, -1.57784, -0.90446], [1.27215, 0.06462, 1.18265], [0.32327, -0.72093, -1.47894], [-0.15238, 1.52121, -1.16725], [-2.84298, 0.82719, 0.00865], [-2.52476, 1.41559, -1.52816], [-2.25965, -0.31155, -1.18995], [0.30287, 1.82539, 1.47143], [-1.17271, 1.00920, 1.67651], [-1.12405, 2.62796, 0.91077], [-1.11307, -1.28186, 1.16493], [-1.44627, -2.02130, -0.21405], [0.21041, -2.26791, 0.59557]], "atomic_forces_ev_per_a": [[0.56, 1.21, -0.74], [-0.04, -3.59, 0.79], [-1.55, 2.15, -0.98], [0.67, -0.52, 0.00], [-0.77, 0.15, -0.18], [-0.23, -0.48, -0.02], [0.01, 0.40, 2.81], [-0.25, 0.02, 0.17], [0.00, -0.21, -0.01], [-0.05, 0.04, -0.01], [-0.03, 1.04, 0.13], [0.34, 0.17, 0.11], [-0.21, 0.33, 0.13], [0.34, -0.29, 0.35], [0.50, -0.16, -0.25], [-0.14, 0.17, -0.26], [0.61, 0.18, -0.41], [-0.42, 0.22, 0.09], [-0.19, -0.18, 0.03], [0.82, 0.39, -0.06], [0.54, -0.34, -1.32], [-0.52, -0.71, -0.35]], "multiplicity": 2, "orbital_gap_ev": [12.43, 7.52], "total_charge": 1, "energy_ev": -7946.35050, "fmax_ev_per_a": 3.68, "homo_ev": [-15.325, -15.468]}



{"formula": "C6H15N", "method": "the ωB97M-V functional and the def2-TZVPD basis", "elements": ["C", "C", "C", "N", "C", "C", "C", "H", "H", "H", "H", "H", "H", "H", "H", "H", "H", "H", "H", "H", "H", "H"], "coordinates": [[2.64688, -0.46734, -0.26657], [2.12048, -1.77208, -0.74807], [2.31008, 0.72905, -0.82284], [-0.15781, 0.16993, 1.01574], [-0.86279, 0.88517, 0.30735], [-2.37708, 1.01684, 0.37336], [-2.97610, -0.15982, -0.39830], [1.61986, 0.26399, 0.14311], [3.42373, -0.49918, 0.48312], [1.50793, -1.65078, -1.64164], [2.93915, -2.39552, -1.11633], [1.56031, -2.25575, 0.04614], [1.72011, 0.94498, -1.69708], [2.73650, 1.64462, -0.42535], [-2.19165, -0.79025, 2.93777], [-0.44702, 1.29448, -0.63139], [-2.35456, -0.23413, 3.40352], [-2.71879, 1.03708, 1.40245], [-2.64200, 1.94503, -0.12486], [-4.02234, -0.04961, -0.56880], [-2.75075, -1.09379, 0.12438], [-2.48338, -0.25210, -1.36536]], "atomic_forces_ev_per_a": [[0.73, -1.31, -1.40], [-0.09, 0.21, -0.76], [0.80, 1.45, 0.32], [0.87, 0.05, 0.15], [-1.00, -0.32, -0.64], [-0.06, 0.13, -0.09], [1.24, -0.39, 0.12], [-0.86, 0.37, 0.55], [-0.24, 0.29, 0.57], [-0.35, 0.17, 0.25], [0.20, -0.05, 0.60], [0.08, -0.30, 0.05], [-0.56, -0.80, -0.15], [0.26, -0.12, 0.19], [-0.01, 0.03, 0.06], [0.17, 0.20, 0.15], [0.01, -0.07, -0.01], [0.03, 0.04, 0.05], [-0.07, 0.19, 0.13], [-0.75, 0.08, 0.04], [-0.30, 0.09, 0.03], [-0.09, 0.07, -0.22]], "multiplicity": 2, "orbital_gap_ev": [8.83, 10.36], "total_charge": 1, "energy_ev": -7943.65033, "fmax_ev_per_a": 2.05, "homo_ev": [-13.620, -15.253]}



{"formula": "C6H15N", "method": "the ωB97M-V functional and the def2-TZVPD basis", "elements": ["C", "C", "C", "C", "C", "C", "N", "H", "H", "H", "H", "H", "H", "H", "H", "H", "H", "H", "H", "H", "H", "H"], "coordinates": [[0.28250, 0.20098, 1.12134], [1.09634, 0.86711, 0.04602], [1.84065, 0.12932, -0.85887], [1.58318, -1.36942, -1.06764], [2.84640, 0.71175, -1.61647], [-2.67094, 0.94812, -0.10772], [-2.37372, -1.01092, 1.66268], [-0.08998, 0.92406, 1.81307], [-0.25112, -0.53123, 0.53576], [1.03388, -0.27270, 1.78677], [1.41735, 1.88095, 0.29586], [-2.41749, 1.95096, 0.27159], [2.39668, -1.74342, -1.69756], [1.46485, -1.92810, -0.13386], [0.67897, -1.51461, -1.69267], [3.08477, 1.76605, -1.53862], [3.34071, 0.11848, -2.38532], [-3.73467, 1.00242, -0.39011], [-2.44284, 0.16028, 0.74288], [-1.98970, 0.61666, -0.88354], [-2.67122, -1.95291, 1.42001], [-2.42459, -0.95382, 2.67640]], "atomic_forces_ev_per_a": [[2.13, 0.86, -1.86], [1.58, 0.06, 3.26], [0.44, -1.16, -1.76], [-0.31, 0.62, -0.75], [-1.46, 0.07, 0.42], [-0.11, 0.11, 1.34], [1.65, -1.79, 1.14], [-1.49, 0.25, -0.12], [-1.09, -0.40, 1.05], [0.11, -0.44, -0.63], [-0.35, 0.21, -0.79], [0.19, -0.27, -0.25], [-0.09, -0.29, 0.51], [0.24, 0.09, -0.28], [0.23, 0.11, 0.51], [0.03, 0.01, 0.02], [0.25, 0.14, 0.39], [0.58, -0.40, -0.16], [-1.04, 1.81, -1.55], [-0.17, 0.26, -0.64], [-0.69, -0.04, -0.11], [-0.65, 0.20, 0.27]], "multiplicity": 2, "orbital_gap_ev": [6.03, 5.71], "total_charge": 1, "energy_ev": -7942.88362, "fmax_ev_per_a": 3.63, "homo_ev": [-12.880, -12.567]}